ORCA calculation (ωB97M-V/def2-TZVPD) on a molecular structure, C44H39FeN7P2S2Se.

Output
ΔE to the lowest compared entry with this formula, charge and spin (kcal per mole): 0.8
Expectation value of S²: 6.015
Orbital gap (spin up / spin down) (eV): 5.698 / 5.942
2S+1: 5
Energy (eV): -196676.33109
HOMO level (spin up / spin down) (hartree): -0.234 / -0.243

Each line ends with the Mulliken spin population.
Element x y z (Å)
Fe1 -0.122 0.704 -1.148  3.830
S1 2.031 -0.413 -2.304  0.058
P1 1.529 -1.618 -0.779  -0.060
C1 0.080 -1.060 -0.090  -0.003
P2 -0.576 -1.357 1.462  -0.014
S2 -0.187 -0.048 2.932  0.007
C2 -0.176 -3.043 2.063  -0.001
C3 -0.607 -4.147 1.330  0.006
C4 -0.351 -5.431 1.783  0.001
C5 0.355 -5.625 2.963  0.002
C6 0.793 -4.530 3.694  0.000
C7 0.518 -3.244 3.250  0.001
C8 -2.397 -1.511 1.302  0.000
C9 -3.228 -1.330 2.402  0.003
C10 -4.601 -1.487 2.276  0.000
C11 -5.154 -1.831 1.050  -0.001
C12 -4.328 -2.023 -0.049  0.004
C13 -2.957 -1.862 0.080  0.011
C14 1.440 -3.337 -1.417  0.006
C15 0.858 -3.560 -2.663  -0.003
C16 0.694 -4.849 -3.144  -0.001
C17 1.124 -5.933 -2.388  0.002
C18 1.715 -5.719 -1.153  -0.001
C19 1.871 -4.427 -0.668  0.001
C20 3.008 -1.731 0.307  -0.006
C21 2.964 -1.391 1.651  0.003
C22 4.116 -1.440 2.430  0.000
C23 5.320 -1.830 1.867  0.000
C24 5.373 -2.167 0.518  0.003
C25 4.227 -2.113 -0.255  0.001
H1 -1.145 -3.999 0.401  -0.008
H2 -0.691 -6.282 1.207  0.000
H3 0.559 -6.629 3.314  0.000
H4 1.339 -4.678 4.617  0.000
H5 0.828 -2.381 3.827  0.000
H6 -2.788 -1.051 3.353  0.000
H7 -5.242 -1.339 3.136  0.000
H8 -6.226 -1.946 0.952  0.000
H9 -4.755 -2.291 -1.008  0.000
H10 -2.293 -1.996 -0.764  0.015
H11 0.567 -2.707 -3.265  -0.002
H12 0.248 -5.012 -4.118  0.000
H13 1.005 -6.941 -2.766  0.000
H14 2.052 -6.560 -0.559  0.000
H15 2.320 -4.271 0.305  0.000
H16 2.031 -1.080 2.107  0.008
H17 4.064 -1.181 3.481  0.000
H18 6.217 -1.870 2.472  0.000
H19 6.312 -2.469 0.071  0.000
H20 4.269 -2.362 -1.309  0.003
N1 2.296 3.003 1.652  0.003
C26 1.608 2.058 0.993  0.008
N2 1.024 2.254 -0.145  0.045
C27 1.138 3.477 -0.778  -0.020
N3 0.672 3.671 -1.978  -0.005
N4 0.068 2.528 -2.451  0.013
C28 -0.345 2.508 -3.653  0.019
C29 -0.989 1.267 -4.107  0.003
C30 -1.450 1.106 -5.405  0.001
C31 -2.028 -0.102 -5.761  -0.003
C32 -2.122 -1.106 -4.812  0.002
C33 -1.633 -0.859 -3.534  0.007
N5 -1.088 0.296 -3.189  0.020
C34 1.804 4.572 -0.074  0.005
C35 1.884 5.868 -0.592  0.001
C36 2.529 6.860 0.113  0.000
C37 3.112 6.571 1.350  0.000
C38 3.048 5.299 1.877  -0.001
C39 2.391 4.299 1.161  -0.003
H21 2.710 2.770 2.540  -0.002
H22 1.509 1.089 1.473  -0.013
H23 -0.220 3.358 -4.320  0.003
H24 -1.347 1.914 -6.118  0.000
H25 -2.395 -0.258 -6.766  -0.001
H26 -2.560 -2.065 -5.049  0.000
H27 -1.666 -1.616 -2.761  -0.006
H28 1.434 6.060 -1.556  0.000
H29 2.592 7.861 -0.292  0.000
H30 3.622 7.349 1.901  0.000
H31 3.500 5.072 2.834  0.000
C40 -2.981 2.044 2.669  0.001
N6 -2.622 3.167 1.815  0.004
C41 -2.425 4.452 2.271  0.001
C42 -2.255 5.236 1.186  0.001
N7 -2.353 4.418 0.080  0.003
C43 -2.350 4.886 -1.296  0.004
C44 -2.574 3.141 0.466  0.014
Se1 -2.790 1.655 -0.631  0.032
H32 -2.298 1.987 3.511  0.001
H33 -2.891 1.129 2.091  -0.001
H34 -4.009 2.165 3.012  0.000
H35 -2.424 4.691 3.319  0.000
H36 -2.075 6.293 1.101  0.000
H37 -2.262 5.970 -1.279  0.000
H38 -3.281 4.596 -1.780  0.000
H39 -1.511 4.465 -1.841  -0.001



ORCA calculation (ωB97M-V/def2-TZVPD) on a molecular structure, C44H40CsF6N13O7S2Te.

Output
ΔE to the lowest compared entry with this formula, charge and spin (kcal per mole): 7.8
Orbital gap (eV): 5.507
2S+1: 1
Energy (eV): -125799.23362
Net charge: -2
HOMO level (hartree): -0.070

Each line ends with the Mulliken charge.
Element x y z (Å)
Cs1 0.692 0.746 -0.040  1.234
C1 2.481 5.005 -2.624  -0.566
C2 1.992 3.979 -1.792  -0.472
N1 2.383 2.724 -1.873  0.373
C3 3.269 2.348 -2.850  0.125
C4 3.607 3.297 -3.888  1.007
C5 3.271 4.653 -3.697  -0.784
C6 4.267 2.824 -5.045  -0.831
C7 4.567 1.464 -5.204  -0.753
C8 4.311 0.541 -4.179  -0.668
C9 3.735 0.932 -2.942  -0.096
N2 3.506 0.079 -1.898  -0.086
C10 4.244 -1.025 -1.695  0.017
C11 5.579 -1.318 -2.163  -0.760
C12 6.213 -2.545 -1.928  -0.774
C13 5.574 -3.552 -1.217  -0.879
C14 4.272 -3.346 -0.681  1.149
C15 3.571 -4.367 0.060  -0.975
C16 2.348 -4.045 0.595  -0.348
C17 1.899 -2.735 0.565  -0.614
N3 2.490 -1.756 -0.128  0.506
C18 3.634 -2.046 -0.829  0.093
H1 2.213 6.050 -2.392  0.344
H2 1.340 4.225 -0.958  0.415
H3 3.627 5.408 -4.407  0.337
H4 4.486 3.533 -5.837  0.312
H5 5.070 1.123 -6.113  0.330
H6 4.609 -0.524 -4.286  0.461
H7 6.137 -0.524 -2.645  0.638
H8 7.229 -2.694 -2.328  0.303
H9 6.030 -4.558 -1.107  0.263
H10 4.024 -5.353 0.208  0.335
H11 1.692 -4.815 1.083  0.352
H12 0.993 -2.463 1.084  0.374
N4 -5.327 0.894 0.641  0.114
C19 -6.194 0.185 -0.187  -0.825
C20 -5.524 -0.999 -0.478  -0.175
N5 -4.316 -1.027 0.167  -0.054
C21 -4.238 0.127 0.830  -0.767
H13 -5.496 1.865 0.953  0.261
H14 -7.110 0.574 -0.525  0.425
H15 -5.831 -1.795 -1.144  0.352
H16 -3.385 0.415 1.450  0.683
N6 2.454 3.462 3.101  -0.713
N7 3.230 2.896 2.127  0.901
N8 3.043 1.698 1.576  -0.188
C22 4.112 1.638 0.735  -0.566
N9 4.865 2.746 0.751  -0.314
N10 4.350 3.541 1.631  -0.689
H17 1.516 2.917 3.114  0.695
H18 2.454 4.497 3.011  0.298
H19 4.326 0.854 0.028  0.656
Te1 -1.878 -3.000 -0.534  0.491
C23 -2.810 -4.854 -1.027  0.124
C24 -2.196 -6.084 -0.647  -0.442
C25 -2.845 -7.286 -0.944  -0.458
C26 -4.020 -7.295 -1.694  -0.474
C27 -4.618 -6.078 -2.049  -0.514
C28 -4.000 -4.866 -1.740  -0.143
C29 -1.318 -2.722 -2.565  0.135
C30 -2.255 -2.158 -3.461  -0.319
C31 -1.973 -2.188 -4.836  -0.458
C32 -0.761 -2.683 -5.313  -0.479
C33 0.189 -3.177 -4.411  -0.413
C34 -0.057 -3.201 -3.033  -0.344
H20 -1.246 -6.067 -0.128  0.385
H21 -2.338 -8.194 -0.591  0.331
H22 -4.450 -8.234 -2.011  0.332
H23 -5.578 -5.990 -2.574  0.340
H24 -4.433 -3.927 -2.058  0.177
H25 -3.176 -1.717 -3.062  0.413
H26 -2.690 -1.738 -5.539  0.336
H27 -0.533 -2.662 -6.382  0.339
H28 1.143 -3.530 -4.785  0.397
H29 0.689 -3.570 -2.314  0.290
F1 -2.217 6.489 0.990  -0.231
C35 -1.333 5.473 0.868  0.445
F2 -0.645 5.333 2.034  -0.224
F3 -0.502 5.797 -0.149  -0.223
S1 -2.218 3.747 0.554  1.112
O1 -1.271 3.069 -0.318  -0.541
O2 -2.389 3.228 1.892  -0.576
N11 -3.590 4.178 -0.085  -0.353
S2 -4.209 4.054 -1.560  0.931
O3 -3.585 4.921 -2.522  -0.633
O4 -4.624 2.720 -1.853  -0.523
C36 -5.947 4.966 -1.260  0.577
F4 -5.806 6.128 -0.576  -0.237
F5 -6.548 5.265 -2.436  -0.235
F6 -6.806 4.156 -0.562  -0.242
C37 -2.645 1.409 5.491  -1.227
C38 -1.140 1.520 5.749  -1.174
C39 -0.136 0.514 5.077  2.295
C40 1.264 0.815 5.747  -1.393
C41 2.518 0.097 5.223  -1.040
C42 -0.622 -0.900 5.521  -0.041
O5 -0.793 -1.217 6.700  -0.719
N12 -0.982 -1.755 4.514  0.189
C43 -0.843 -1.601 3.129  -0.342
O6 -1.046 -2.548 2.366  -0.705
N13 -0.463 -0.364 2.762  0.492
C44 -0.029 0.640 3.557  -0.637
O7 0.497 1.666 3.035  -0.805
H30 -3.153 2.233 6.014  0.423
H31 -3.097 0.470 5.824  0.326
H32 -2.891 1.475 4.432  0.182
H33 -0.914 1.490 6.844  0.335
H34 -0.814 2.503 5.379  0.346
H35 1.145 0.570 6.838  0.519
H36 1.420 1.899 5.691  0.385
H37 2.263 -0.883 4.784  0.245
H38 3.185 -0.081 6.066  0.371
H39 3.069 0.690 4.496  0.139
H40 -1.230 -2.697 4.809  0.286



ORCA calculation (ωB97M-V/def2-TZVPD) on a molecular structure, C44H40F3N4P2S2Sn.

Output
ΔE to the lowest compared entry with this formula, charge and spin (kcal per mole): 14.5
Orbital gap (eV): 4.614
2S+1: 1
Energy (eV): -106447.08529
Net charge: +3
HOMO level (hartree): -0.527

Each line ends with the Mulliken charge.
Element x y z (Å)
Sn1 -2.050 0.322 0.960  0.851
C1 5.899 -3.268 0.965  -0.873
S1 5.340 -1.887 -0.063  -0.022
C2 4.204 -2.777 -1.163  -1.232
C3 2.744 -2.631 -0.749  0.859
C4 2.355 -1.168 -0.883  -1.018
N1 0.962 -0.795 -0.464  0.939
P1 -0.411 -1.066 -1.412  -0.284
C5 -0.232 -2.544 -2.426  0.565
C6 0.525 -2.583 -3.606  -0.015
C7 0.636 -3.766 -4.319  -0.875
C8 -0.009 -4.914 -3.864  -0.610
C9 -0.757 -4.885 -2.696  -0.720
C10 -0.874 -3.701 -1.979  -0.521
C11 -0.367 0.212 -2.728  -0.013
C12 -1.325 0.103 -3.857  0.189
C13 -1.240 1.076 -4.938  -0.873
C14 -0.413 2.147 -4.847  -0.776
C15 0.387 2.278 -3.698  -0.272
C16 0.411 1.334 -2.654  -0.472
P2 0.617 -0.416 1.166  0.464
C17 1.263 -1.750 2.159  0.693
C18 2.503 -1.663 2.787  -0.513
C19 3.009 -2.777 3.447  -0.898
C20 2.279 -3.959 3.487  -0.594
C21 1.035 -4.043 2.864  -0.958
C22 0.527 -2.939 2.205  -0.312
C23 1.533 1.060 1.633  1.779
C24 1.351 1.496 2.953  -0.927
C25 1.988 2.641 3.406  -0.806
C26 2.810 3.363 2.544  -0.941
C27 2.985 2.941 1.232  -0.945
C28 2.343 1.795 0.773  -0.609
H1 6.597 -2.854 1.691  0.380
H2 6.424 -4.005 0.361  0.353
H3 5.070 -3.738 1.495  0.204
H4 4.491 -3.827 -1.162  0.578
H5 4.367 -2.395 -2.173  0.449
H6 2.630 -2.966 0.281  -0.329
H7 2.108 -3.263 -1.376  -0.025
H8 2.481 -0.852 -1.924  0.315
H9 3.049 -0.581 -0.282  0.431
H10 1.049 -1.698 -3.960  0.390
H11 1.229 -3.799 -5.225  0.489
H12 0.071 -5.835 -4.429  0.449
H13 -1.255 -5.782 -2.347  0.475
H14 -1.467 -3.679 -1.072  0.366
H15 -1.378 -0.917 -4.248  0.446
H16 -1.866 0.923 -5.808  0.697
H17 -0.358 2.879 -5.643  0.531
H18 1.044 3.141 -3.626  0.512
H19 1.081 1.475 -1.816  0.405
H20 3.084 -0.750 2.749  0.496
H21 3.977 -2.720 3.929  0.544
H22 2.680 -4.822 4.006  0.468
H23 0.475 -4.969 2.893  0.518
H24 -0.429 -3.013 1.693  0.323
H25 0.739 0.915 3.639  0.767
H26 1.856 2.969 4.431  0.528
H27 3.330 4.244 2.901  0.446
H28 3.637 3.497 0.567  0.508
H29 2.508 1.469 -0.247  0.271
F1 -5.845 2.648 -5.730  -0.255
C29 -4.700 2.118 -5.318  0.744
F2 -3.723 2.590 -6.129  -0.228
F3 -4.770 0.794 -5.495  -0.211
C30 -4.399 2.535 -3.886  0.447
C31 -4.993 3.719 -3.473  -0.614
C32 -4.729 4.220 -2.218  -0.911
C33 -3.841 3.530 -1.416  -0.085
N2 -3.265 2.385 -1.782  0.170
C34 -3.547 1.875 -2.986  -0.192
S2 -3.059 0.155 -3.147  -0.072
H30 -5.675 4.232 -4.137  0.537
H31 -5.207 5.125 -1.865  0.459
H32 -3.595 3.899 -0.429  0.353
C35 -1.303 4.643 2.010  -1.180
C36 -1.543 4.697 3.374  -0.688
C37 -1.775 3.522 4.076  -0.862
C38 -1.763 2.316 3.400  0.613
N3 -1.573 2.277 2.069  0.212
C39 -1.341 3.413 1.392  -0.402
C40 -1.942 0.996 4.073  0.595
C41 -1.955 0.837 5.443  -0.690
C42 -2.080 -0.438 5.976  -0.635
C43 -2.177 -1.529 5.127  -0.912
C44 -2.155 -1.299 3.766  0.029
N4 -2.042 -0.064 3.253  0.194
H33 -1.097 5.537 1.436  0.558
H34 -1.550 5.648 3.894  0.466
H35 -1.968 3.557 5.141  0.457
H36 -1.183 3.316 0.326  0.969
H37 -1.858 1.688 6.103  0.422
H38 -2.098 -0.576 7.051  0.480
H39 -2.269 -2.538 5.507  0.484
H40 -2.239 -2.118 3.064  0.501